Version P
Here is 2 unconnected molecules or ions with the total composition C5H16NO from OMol25. Energies are from ωB97M-V/def2-TZVPD.

Last column: Löwdin charge in e.
Positions of all 23 atoms, in Å:
H  0.17  -2.56  -2.95  0.083
H  -0.57  -1.09  1.61  0.168
H  2.27  1.19  -0.75  0.089
H  0.95  -2.75  -1.40  0.076
C  -0.65  0.61  0.36  -0.127
H  0.85  1.97  -1.16  0.078
H  -0.38  2.61  3.67  0.080
O  -0.65  1.69  3.60  -0.032
H  -1.96  -0.32  1.73  0.172
H  1.52  -1.51  -2.56  0.069
H  -0.88  1.34  4.47  0.085
N  -0.95  -0.15  1.61  0.183
C  1.29  0.98  -1.20  -0.045
H  -0.68  0.36  2.48  0.108
H  1.45  0.72  -2.24  0.080
H  -0.36  1.60  0.65  0.121
H  -0.58  -0.34  -2.41  0.115
H  -1.18  -1.42  -1.14  0.111
C  0.66  -2.01  -2.15  -0.079
C  0.39  -0.09  -0.52  -0.367
C  -0.29  -0.95  -1.56  -0.236
H  -1.53  0.77  -0.23  0.132
H  1.11  -0.64  0.08  0.134

Properties
Gap between HOMO and LUMO ... 11.77 eV
HOMO level ... -15.06 eV
LUMO ... -3.286 eV
Charge ... +1

---

Version Q
Here is 2 unconnected molecules or ions with the total composition C5H16NO from OMol25. Energies are from ωB97M-V/def2-TZVPD.

Last column: Löwdin charge in e.
Positions of all 23 atoms, in Å:
H  -1.20  -2.33  -1.42  0.084
H  0.17  2.00  0.35  0.185
H  0.81  -0.36  2.08  0.159
H  1.64  1.36  0.53  0.160
H  -1.60  1.59  2.30  0.140
O  -1.50  -0.22  3.32  -0.039
H  -0.28  -1.12  -3.27  0.086
H  0.69  1.02  -2.06  0.074
C  0.30  -1.16  -2.40  -0.257
C  0.38  0.69  2.05  -0.103
H  -1.57  0.12  1.27  0.109
H  0.88  -2.04  -2.48  0.089
C  -1.16  0.57  2.17  -0.238
H  -0.21  -1.48  -0.21  0.069
C  1.28  0.08  -2.25  -0.103
H  -2.30  0.13  3.70  0.099
H  -1.49  -0.63  -1.18  0.083
N  0.66  1.14  0.65  0.164
H  1.79  0.22  -3.19  0.067
H  0.45  0.40  -0.04  0.078
H  0.86  1.38  2.78  0.151
H  2.07  0.01  -1.47  0.073
C  -0.67  -1.39  -1.23  -0.129

Properties
Gap between HOMO and LUMO ... 11.23 eV
HOMO level ... -14.69 eV
LUMO ... -3.461 eV
Charge ... +1

---

Version R
Here is 3 unconnected molecules or ions with the total composition C5H16NO from OMol25. Energies are from ωB97M-V/def2-TZVPD.

Last column: Löwdin charge in e.
Positions of all 23 atoms, in Å:
H  2.45  -0.75  -1.80  0.077
H  -2.78  -1.71  -0.05  0.097
H  -0.06  1.01  2.01  0.143
H  2.09  1.70  0.67  0.091
H  -0.83  -0.88  -0.98  0.130
C  0.23  -0.60  0.69  0.052
H  -1.87  -2.01  1.38  0.095
H  -0.63  1.81  -2.23  0.010
H  -2.78  -0.61  1.31  0.100
N  -1.17  1.14  -2.74  0.044
C  -2.15  -1.22  0.67  -0.019
H  2.88  0.29  1.30  0.090
O  1.51  -0.55  -1.85  -0.001
C  2.05  0.97  1.48  -0.046
H  1.26  -0.31  -0.96  -0.027
H  -1.36  0.61  -0.09  0.124
C  -1.02  -0.41  0.00  -0.216
C  0.70  0.26  1.77  -0.163
H  2.28  1.54  2.37  0.092
H  -0.63  0.30  -2.89  -0.007
H  0.95  -0.39  2.61  0.149
H  -1.67  1.44  -3.55  0.019
H  0.56  -1.63  0.88  0.169

Properties
Gap between HOMO and LUMO ... 5.76 eV
HOMO level ... -12.84 eV
LUMO ... -7.080 eV
Charge ... +1

---

Stability summary - winner: version P; margin: 101.3 kJ/mol.

---

Version P
Here is 2 unconnected molecules or ions with the total composition C5H16NO from OMol25. Energies are from ωB97M-V/def2-TZVPD.

Last column: Löwdin charge in e.
Positions of all 23 atoms, in Å:
C  0.54  -1.38  0.49  -0.156
C  0.22  1.14  0.11  -0.375
H  -0.05  -0.75  -1.46  0.163
C  -0.37  2.37  0.85  -0.072
H  -0.52  1.02  -0.77  0.139
H  1.81  2.36  0.18  0.041
H  0.97  -2.22  -1.32  0.142
H  2.50  0.72  -0.23  0.094
C  1.70  1.48  -0.31  -0.025
H  -1.41  2.13  1.07  0.083
H  -0.97  -0.16  1.27  0.089
C  0.06  -0.10  1.07  -0.183
N  0.24  -1.64  -0.99  0.169
H  1.77  1.58  -1.31  0.037
H  -2.78  -2.69  -1.59  0.116
H  -0.62  -2.19  -1.06  0.076
O  -2.30  -2.05  -1.00  -0.035
H  -0.23  3.22  0.22  0.084
H  0.05  2.47  1.82  0.079
H  0.10  -2.30  1.02  0.160
H  1.68  -1.45  0.46  0.141
H  -2.97  -1.51  -0.60  0.064
H  0.56  -0.05  2.09  0.166

Properties
Gap between HOMO and LUMO ... 11.83 eV
HOMO level ... -15.02 eV
LUMO ... -3.191 eV
Charge ... +1

---

Version Q
Here is 3 unconnected molecules or ions with the total composition C5H16NO from OMol25. Energies are from ωB97M-V/def2-TZVPD.

Last column: Löwdin charge in e.
Positions of all 23 atoms, in Å:
H  -1.52  2.00  -0.63  0.147
C  -3.18  0.92  0.31  -0.029
H  -3.72  0.75  -0.59  0.077
H  4.31  -0.78  0.24  0.039
C  -1.68  1.11  0.02  -0.208
H  -1.31  -0.15  -1.68  0.135
H  0.68  1.04  -0.24  -0.030
O  1.35  1.61  0.14  -0.019
C  -1.01  -0.05  -0.69  0.153
H  0.69  -2.24  -1.22  0.080
H  0.75  -2.84  0.40  0.095
N  4.05  0.23  0.12  -0.017
H  3.54  0.58  0.92  -0.005
H  -1.05  -1.18  1.12  0.140
H  -3.40  0.05  0.93  0.089
H  -1.64  -2.03  -0.31  0.147
H  1.24  -1.19  0.04  0.060
H  4.93  0.79  0.00  0.041
H  2.04  1.59  -0.52  0.039
H  -1.16  1.30  0.97  0.134
C  0.52  -1.97  -0.21  -0.031
C  -0.89  -1.35  0.04  -0.162
H  -3.55  1.83  0.84  0.124

Properties
Gap between HOMO and LUMO ... 5.20 eV
HOMO level ... -12.94 eV
LUMO ... -7.740 eV
Charge ... +1

---

Stability summary - winner: version P; margin: 251.6 kJ/mol.

---

Version P
Here is 2 unconnected molecules or ions with the total composition C6H5ClN2O4 from OMol25. Energies are from ωB97M-V/def2-TZVPD.

Last column: Löwdin charge in e.
Positions of all 18 atoms, in Å:
C  0.13  -1.75  0.32  -0.087
O  2.07  1.21  0.31  0.195
C  -0.13  -1.15  -0.94  -0.036
C  0.04  -1.23  1.56  -0.087
H  -0.93  0.38  2.36  0.075
O  3.45  2.40  -1.08  0.249
C  2.74  1.84  -0.38  -0.411
N  -0.40  0.14  1.62  -0.096
C  -0.82  0.00  -0.92  -0.176
Cl  -2.82  -0.46  0.83  0.518
N  -1.04  0.77  -2.03  -0.423
H  0.33  -1.57  -1.76  0.099
O  -1.89  0.54  -2.81  0.140
C  -1.42  0.71  0.67  -0.416
H  0.21  -1.73  2.48  0.115
H  0.37  0.93  1.58  0.181
O  -0.26  1.72  -2.16  0.063
H  0.39  -2.76  0.34  0.096

Properties
Gap between HOMO and LUMO ... 8.44 eV
HOMO level ... -8.61 eV
LUMO ... -0.174 eV

---

Version Q
Here is 2 unconnected molecules or ions with the total composition C6H5ClN2O4 from OMol25. Energies are from ωB97M-V/def2-TZVPD.

Last column: Löwdin charge in e.
Positions of all 18 atoms, in Å:
N  -2.42  0.00  0.17  -0.384
O  -1.49  4.02  0.20  0.269
O  -2.68  1.03  0.80  0.068
H  2.72  -1.77  0.06  0.057
C  -0.60  -1.42  -0.56  0.012
C  0.69  -2.01  -0.26  -0.054
C  -1.13  3.12  -0.36  -0.478
N  1.76  0.12  -0.05  -0.105
H  0.95  0.66  -0.37  0.079
H  0.95  -3.05  -0.24  0.115
O  -0.69  2.21  -0.85  0.206
C  1.82  -1.33  -0.09  -0.080
Cl  3.85  0.29  1.38  0.570
H  -0.64  -0.07  1.16  0.157
C  2.45  0.95  0.62  -0.559
C  -1.14  -0.52  0.28  -0.046
H  -1.20  -1.63  -1.34  0.088
O  -3.22  -0.59  -0.55  0.086

Properties
Gap between HOMO and LUMO ... 7.39 eV
HOMO level ... -8.84 eV
LUMO ... -1.451 eV

---

Stability summary - winner: version Q; margin: 133.7 kJ/mol.

---

Version P
Here is 2 unconnected molecules or ions with the total composition C4H14N3S from OMol25. Energies are from ωB97M-V/def2-TZVPD.

Last column: Löwdin charge in e.
Positions of all 22 atoms, in Å:
H  -1.81  2.49  0.38  0.072
H  -1.53  1.12  2.96  0.077
H  0.91  -0.99  0.90  0.014
C  1.25  -0.42  -3.15  -0.013
C  -1.02  0.63  2.14  -0.539
H  2.22  -0.80  -3.47  0.098
N  1.04  -0.77  -1.74  0.023
H  -1.47  0.08  0.10  0.075
H  1.20  0.65  -3.30  0.095
N  -2.53  1.86  0.70  0.002
H  0.09  -0.92  -1.42  0.149
H  0.48  -0.91  -3.74  0.101
H  2.63  -1.19  0.99  0.136
C  2.00  -0.81  -0.85  -0.144
H  -3.19  1.81  -0.07  0.076
H  -0.11  1.18  1.88  0.074
H  0.35  -0.70  3.58  -0.118
N  1.82  -0.98  0.43  0.185
S  -0.59  -1.06  2.70  0.740
H  -2.80  -0.14  1.24  0.113
H  3.01  -0.68  -1.22  0.166
C  -1.98  0.53  0.96  -0.382

Properties
Gap between HOMO and LUMO ... 9.35 eV
HOMO level ... -12.66 eV
LUMO ... -3.305 eV
Charge ... +1

---

Version Q
Here is 2 unconnected molecules or ions with the total composition C4H14N3S from OMol25. Energies are from ωB97M-V/def2-TZVPD.

Last column: Löwdin charge in e.
Positions of all 22 atoms, in Å:
H  3.20  2.63  -2.40  -0.034
C  -0.66  2.52  -2.21  -0.429
H  -0.36  -1.35  4.39  0.176
H  -1.27  2.56  -3.15  0.038
H  -2.69  -2.57  0.37  0.239
H  1.07  -2.60  0.33  0.158
H  -2.54  -1.56  1.99  0.142
N  0.02  -2.67  0.22  0.158
N  -0.08  -2.25  2.60  0.048
N  -2.02  -2.06  1.20  0.122
C  -0.73  -2.53  1.36  -0.344
H  2.39  1.45  -1.70  0.014
H  -1.08  3.06  -1.43  -0.024
H  0.83  -2.43  2.72  0.085
H  -0.61  1.41  -1.80  0.069
H  -0.39  -3.14  -0.61  0.148
C  2.42  2.50  -1.80  -0.447
H  -0.85  -3.15  4.47  0.103
H  2.68  2.93  -0.76  0.069
C  -0.97  -2.28  3.78  -0.040
H  -1.91  -2.01  3.69  0.004
S  0.98  3.27  -2.57  0.743

Properties
Gap between HOMO and LUMO ... 6.37 eV
HOMO level ... -10.37 eV
LUMO ... -4.008 eV
Charge ... +1

---

Stability summary - winner: version P; margin: 292.0 kJ/mol.

---

Version P
Here is 2 unconnected molecules or ions with the total composition CH3BrFOP from OMol25. Energies are from ωB97M-V/def2-TZVPD.

Last column: Löwdin charge in e.
Positions of all 8 atoms, in Å:
F  0.64  3.26  -1.77  -0.200
O  -0.31  -0.97  -2.87  -0.406
C  -0.09  -0.07  -0.21  -0.246
H  0.20  0.93  0.10  0.036
H  -0.86  -0.44  0.47  0.037
P  -0.79  0.01  -1.92  0.400
Br  -3.01  0.06  -1.78  0.327
H  0.77  -0.73  -0.23  0.051

Properties
Gap between HOMO and LUMO (alpha / beta) ... 9.29 / 4.94 eV
HOMO level (alpha / beta) ... -11.56 / -8.94 eV
LUMO (alpha / beta) ... -2.267 / -4.004 eV

---

Version Q
Here is 2 unconnected molecules or ions with the total composition CH3BrFOP from OMol25. Energies are from ωB97M-V/def2-TZVPD.

Last column: Löwdin charge in e.
Positions of all 8 atoms, in Å:
P  0.63  -1.54  -0.67  1.083
F  1.11  -2.64  0.50  -0.337
Br  2.33  1.76  -0.20  -0.219
H  -0.24  1.26  0.55  0.024
H  -0.61  0.86  -0.84  0.041
C  -0.88  0.49  0.12  -0.245
O  -0.42  -0.78  0.27  -0.435
H  -1.92  0.59  0.27  0.088

Properties
Gap between HOMO and LUMO (alpha / beta) ... 7.55 / 5.19 eV
HOMO level (alpha / beta) ... -9.66 / -8.51 eV
LUMO (alpha / beta) ... -2.112 / -3.326 eV

---

Stability summary - winner: version Q; margin: 141.1 kJ/mol.

---

Version P
Here is 2 unconnected molecules or ions with the total composition C5H9IO2 from OMol25. Energies are from ωB97M-V/def2-TZVPD.

Last column: Löwdin charge in e.
Positions of all 17 atoms, in Å:
H  1.40  0.14  0.45  0.103
H  0.21  2.86  -0.70  0.056
C  0.79  -0.17  -0.36  -0.241
H  0.05  0.31  -2.10  0.103
C  -2.91  -1.26  0.84  -0.592
C  -2.31  -2.22  0.11  -0.370
H  1.53  2.56  -1.89  0.099
H  1.67  2.02  -0.09  0.106
H  -1.57  -2.82  -1.52  0.079
H  -2.13  -3.25  0.54  0.145
H  -0.04  -1.51  -1.18  0.051
I  -3.29  0.62  -0.03  0.789
O  0.71  -1.48  -0.58  0.007
O  -1.95  -2.06  -1.16  -0.037
H  -3.36  -1.34  1.87  0.048
C  0.48  0.81  -1.25  -0.210
C  0.95  2.13  -1.00  -0.138

Properties
Gap between HOMO and LUMO ... 8.61 eV
HOMO level ... -8.19 eV
LUMO ... 0.416 eV
Structure (SMILES) ... C/C=C/O.O/C=C\I

---

Version Q
Here is 2 unconnected molecules or ions with the total composition C5H9IO2 from OMol25. Energies are from ωB97M-V/def2-TZVPD.

Last column: Löwdin charge in e.
Positions of all 17 atoms, in Å:
H  -1.03  2.42  2.04  0.070
H  1.24  -3.68  -1.38  0.117
C  1.32  -2.19  0.08  -0.615
H  0.23  3.24  1.13  0.071
C  -0.83  3.00  1.15  -0.115
O  0.97  -4.46  0.54  -0.042
O  -0.63  0.93  -1.99  -0.011
H  -1.59  0.82  -2.07  0.099
H  0.92  -5.30  0.07  0.103
C  -1.21  2.22  -0.07  -0.170
C  1.18  -3.44  -0.32  -0.361
I  1.23  -1.68  2.11  0.778
H  1.47  -1.37  -0.60  0.019
C  -0.34  1.68  -0.90  -0.231
H  -2.27  2.07  -0.23  0.102
H  -1.39  3.93  1.21  0.068
H  0.73  1.81  -0.79  0.119

Properties
Gap between HOMO and LUMO ... 9.11 eV
HOMO level ... -8.55 eV
LUMO ... 0.554 eV
Structure (SMILES) ... C/C=C/O.O/C=C\I

---

Stability summary - winner: version Q; margin: 92.7 kJ/mol.

---

Version P
Here is 5 unconnected molecules or ions with the total composition H9O4S from OMol25. Energies are from ωB97M-V/def2-TZVPD.

Last column: Löwdin charge in e.
Positions of all 14 atoms, in Å:
H  -0.27  -0.57  1.81  -0.038
H  -0.14  1.55  -0.39  -0.003
O  -0.95  -0.25  2.64  -0.180
H  -1.09  -2.31  -1.33  -0.101
H  -2.39  -2.25  -2.04  0.047
H  3.00  2.46  -0.54  0.027
O  2.38  2.11  0.13  -0.143
S  0.72  -0.88  -0.12  0.149
O  -1.59  -2.84  -1.94  -0.109
H  1.26  -2.11  -0.20  -0.341
O  -0.98  2.15  -0.56  -0.141
H  1.98  1.22  -0.09  -0.080
H  -1.64  1.49  -0.36  0.006
H  -0.29  0.24  3.00  -0.092

Properties
Gap between HOMO and LUMO ... 8.16 eV
HOMO level ... -4.38 eV
LUMO ... 3.781 eV
Charge ... -1

---

Version Q
Here is 5 unconnected molecules or ions with the total composition H9O4S from OMol25. Energies are from ωB97M-V/def2-TZVPD.

Last column: Löwdin charge in e.
Positions of all 14 atoms, in Å:
H  -2.32  -1.25  1.63  0.018
O  -0.19  2.09  -0.48  -0.147
O  -3.18  -1.05  1.24  -0.105
S  0.92  -0.89  -0.28  0.143
H  -1.86  0.90  -0.95  0.011
H  -2.94  -0.70  0.36  -0.011
H  0.21  1.19  -0.40  -0.117
H  3.10  -0.26  0.14  -0.119
H  0.44  2.66  -0.02  0.019
H  4.39  -0.96  -0.24  0.006
O  4.08  -0.16  0.20  -0.151
H  0.70  -1.10  1.03  -0.332
O  -2.10  0.00  -1.19  -0.129
H  -1.25  -0.47  -1.06  -0.086

Properties
Gap between HOMO and LUMO ... 8.24 eV
HOMO level ... -4.40 eV
LUMO ... 3.841 eV
Charge ... -1

---

Stability summary - winner: version Q; margin: 124.2 kJ/mol.